No. 1
Formula: C15H54AsF6N16O11
Source: the OMol25 dataset
Level of theory: wB97M-V/def2-TZVPD

Summary:
energy: -139951.5211 eV
frontier orbital gap: 0.3288 Eh
HOMO energy: -7.02 eV
total charge: -1
energy relative to the best compared isomer or geometry (same formula, charge and spin): 0.0 kcal per mole
spin multiplicity: 1

Last column: Mulliken charge in e.
Atoms and positions in Å:
As: -0.038 0.174 -0.087  2.072
F: -1.167 0.514 1.217  -0.394
F: -0.682 -1.446 -0.162  -0.484
F: 0.946 -0.163 -1.472  -0.497
F: 0.513 1.815 -0.038  -0.414
F: 1.139 -0.379 1.018  -0.550
F: -1.285 0.664 -1.213  -0.589
C: 2.451 4.724 -1.690  0.585
O: 3.477 4.098 -1.396  -0.722
N: 2.436 6.092 -1.915  -0.430
N: 1.192 4.138 -1.692  -0.273
H: 1.595 6.531 -2.223  0.153
H: 3.299 6.592 -1.835  0.224
H: 0.403 4.749 -1.735  0.208
H: 1.151 3.197 -1.341  0.115
C: -2.827 4.227 1.305  0.585
O: -2.191 4.627 2.283  -0.662
N: -2.487 3.103 0.605  0.115
N: -3.916 4.959 0.852  -0.472
H: -1.904 2.432 1.060  -0.131
H: -3.159 2.692 -0.026  0.097
H: -4.014 5.050 -0.141  0.224
H: -4.081 5.731 1.473  0.235
C: -1.692 -4.001 2.611  0.750
O: -1.992 -4.568 1.560  -0.694
N: -1.856 -4.632 3.844  -0.458
N: -1.217 -2.700 2.682  -0.023
H: -2.411 -5.466 3.784  0.251
H: -1.658 -4.196 4.719  0.155
H: -0.951 -2.264 1.814  -0.178
H: -1.199 -2.366 3.621  0.173
C: -3.902 0.569 3.189  0.367
O: -5.013 0.902 3.621  -0.724
N: -2.774 1.334 3.362  -0.288
N: -3.707 -0.571 2.423  -0.070
H: -2.786 2.163 3.924  0.213
H: -2.023 1.246 2.702  0.266
H: -2.930 -0.637 1.793  0.151
H: -4.508 -1.162 2.376  0.099
C: -4.032 2.973 -3.902  0.527
O: -3.316 3.667 -4.649  -0.713
N: -5.350 3.311 -3.613  -0.348
N: -3.625 1.781 -3.368  -0.144
H: -5.778 2.827 -2.839  0.197
H: -5.819 4.072 -4.055  0.181
H: -4.173 1.237 -2.697  0.401
H: -2.639 1.582 -3.383  0.036
C: -2.431 -1.519 -4.030  0.545
O: -1.635 -0.814 -4.641  -0.628
N: -3.368 -2.374 -4.569  -0.399
N: -2.298 -1.648 -2.649  -0.107
H: -3.968 -2.926 -3.993  0.146
H: -3.545 -2.417 -5.553  0.228
H: -1.767 -1.000 -2.088  -0.166
H: -2.823 -2.368 -2.189  0.194
C: -5.414 -0.264 -0.572  0.487
O: -5.193 0.719 -1.308  -0.662
N: -4.495 -1.271 -0.407  -0.112
N: -6.555 -0.350 0.180  -0.370
H: -4.673 -1.996 0.257  0.242
H: -3.609 -1.161 -0.871  -0.024
H: -7.235 0.367 0.018  0.229
H: -6.691 -1.147 0.766  0.180
C: 3.443 -5.461 -1.788  -1.585
C: 2.794 -5.070 -0.455  0.506
C: 3.441 -3.882 0.242  -0.515
O: 3.234 -3.811 1.641  -0.465
C: 1.893 -3.483 2.011  0.102
N: 1.385 -4.664 -0.835  -0.506
H: 2.844 -6.259 -2.213  0.477
H: 4.452 -5.788 -1.509  0.401
H: 3.580 -4.616 -2.458  0.337
H: 2.687 -5.846 0.308  0.236
H: 3.499 -2.951 -0.335  0.196
H: 4.525 -4.106 0.284  0.277
H: 1.159 -4.101 1.506  -0.027
H: 1.794 -2.404 1.872  -0.121
H: 1.831 -3.549 3.102  0.350
H: 0.689 -5.095 -0.229  0.161
H: 1.146 -5.080 -1.729  0.229
C: 5.309 0.564 -0.156  -1.260
C: 5.052 1.522 0.993  1.428
C: 6.057 1.248 2.111  -1.107
O: 6.004 -0.097 2.598  -0.373
C: 4.759 -0.382 3.182  -0.285
N: 5.182 2.940 0.581  -0.746
H: 5.007 -0.460 0.095  0.168
H: 6.360 0.490 -0.447  0.331
H: 4.692 0.788 -1.030  0.390
H: 4.038 1.412 1.373  -0.211
H: 5.998 1.913 2.981  0.353
H: 7.074 1.320 1.713  0.354
H: 4.624 0.279 4.044  0.319
H: 4.714 -1.433 3.467  0.231
H: 3.883 -0.290 2.536  -0.066
H: 6.151 3.075 0.301  0.338
H: 4.629 3.104 -0.269  0.272
O: 2.886 0.156 -3.213  -0.682
H: 2.227 0.184 -3.915  0.284
H: 2.414 0.471 -2.431  0.348
O: 2.849 3.531 2.162  -0.736
H: 3.714 3.430 1.700  0.427
H: 2.183 3.345 1.490  0.267

=====

No. 2
Formula: C15H54BNO23
Source: the OMol25 dataset
Level of theory: wB97M-V/def2-TZVPD

Summary:
energy: -65684.5528 eV
frontier orbital gap: 0.3243 Eh
HOMO energy: -9.45 eV
energy relative to the best compared isomer or geometry (same formula, charge and spin): 54.9 kcal per mole
spin multiplicity: 1

Last column: Mulliken charge in e.
Atoms and positions in Å:
C: -4.302 -2.914 -0.225  -0.999
C: -2.967 -3.420 0.501  -1.243
C: -1.797 -2.587 -0.068  -1.419
C: -1.661 -1.273 0.810  -1.385
N: -0.336 -0.593 1.021  1.504
C: 0.528 -1.598 1.805  -1.125
C: 1.542 -0.723 2.626  -0.514
C: 1.069 0.747 2.466  0.219
C: -0.338 0.520 1.825  -1.326
C: 0.388 -0.503 -0.312  -1.290
C: -0.283 0.523 -1.259  -0.080
C: 0.671 0.878 -2.467  -0.645
H: -4.255 -2.716 -1.220  0.402
H: -4.743 -2.086 0.562  -0.054
H: -5.079 -3.597 -0.159  0.536
H: -2.872 -4.470 0.086  0.278
H: -3.114 -3.570 1.423  0.805
H: -2.052 -2.398 -1.042  0.642
H: -0.952 -3.113 -0.245  0.916
H: -2.004 -1.436 1.910  0.580
H: -2.274 -0.464 0.463  0.790
H: 0.937 -2.366 1.416  0.538
H: -0.187 -2.143 2.593  0.300
H: 2.476 -0.933 2.250  0.348
H: 1.570 -1.034 3.679  0.267
H: 1.540 1.165 1.544  -0.367
H: 0.920 1.284 3.389  0.568
H: -0.604 1.497 1.438  0.554
H: -1.100 0.479 2.585  0.252
H: 0.534 -1.388 -0.888  0.764
H: 1.429 -0.277 -0.292  0.768
H: -0.181 1.644 -0.754  -0.086
H: -1.288 0.112 -1.635  0.183
H: 1.468 1.718 -1.982  0.192
H: -0.045 1.361 -3.339  -0.183
H: 1.141 -0.005 -2.937  0.409
O: 5.039 3.515 -0.040  -0.584
C: 4.509 3.035 0.885  0.402
O: 4.553 3.541 2.021  -0.504
B: 4.591 2.397 3.011  0.887
O: 4.616 1.189 2.202  -0.360
C: 4.325 1.600 1.021  0.733
O: 3.918 0.815 0.111  -0.658
O: 3.383 2.616 3.876  -0.120
C: 3.662 2.524 5.051  0.599
O: 2.832 2.405 5.956  -0.698
C: 5.073 2.609 5.178  0.419
O: 5.630 2.473 4.042  -0.511
O: 5.723 2.249 6.153  -0.612
O: -3.673 1.842 3.167  -0.545
H: -4.360 2.491 3.501  0.269
H: -3.384 1.720 4.101  0.292
O: -0.786 0.062 -6.076  -0.540
H: -0.164 0.724 -5.876  0.405
H: -0.348 -0.761 -6.382  0.286
O: -6.456 -1.775 2.533  -0.650
H: -6.125 -2.691 3.066  0.335
H: -6.754 -1.355 3.335  0.308
O: 2.499 -3.642 4.652  -0.487
H: 1.836 -3.362 5.254  0.288
H: 2.744 -4.362 4.955  0.151
O: 2.574 -3.088 -0.730  -0.561
H: 3.093 -2.840 -1.490  0.305
H: 3.291 -3.072 -0.111  0.271
O: 1.901 -1.685 -5.103  -0.586
H: 2.313 -0.805 -5.081  0.275
H: 1.361 -1.560 -5.968  0.244
O: -2.695 2.954 -2.985  -0.646
H: -1.711 2.955 -3.219  0.300
H: -3.064 2.322 -3.614  0.331
O: 3.251 1.078 -4.797  -0.600
H: 4.076 1.175 -5.301  0.237
H: 3.046 1.810 -4.275  0.301
O: -5.175 0.348 0.822  -0.554
H: -4.387 0.903 1.112  0.241
H: -5.616 -0.173 1.494  0.279
O: 3.735 -3.194 2.092  -0.546
H: 4.430 -2.605 2.224  0.318
H: 3.320 -3.271 2.823  0.232
O: -2.703 -2.481 -4.084  -0.634
H: -3.150 -3.301 -3.918  0.303
H: -1.736 -2.682 -4.232  0.312
O: -6.215 0.131 -1.964  -0.617
H: -6.694 -0.577 -1.715  0.263
H: -5.691 0.183 -1.062  0.369
O: 1.131 4.352 2.775  -0.642
H: 0.208 4.249 2.998  0.265
H: 1.771 3.987 3.307  0.364
O: 0.857 2.281 -5.459  -0.668
H: 1.751 2.050 -5.474  0.173
H: 0.810 2.589 -6.379  0.434
O: -0.136 4.052 -4.251  -0.680
H: -0.759 4.426 -4.773  0.326
H: 0.143 3.338 -4.898  0.389

=====

No. 3
Formula: C15H56O14P
Source: the OMol25 dataset
Level of theory: wB97M-V/def2-TZVPD

Summary:
energy: -54411.1240 eV
frontier orbital gap: 0.2212 Eh
HOMO energy: -3.90 eV
total charge: -1
spin multiplicity: 1

Last column: Mulliken charge in e.
Atoms and positions in Å:
O: -3.080 4.343 0.499  -0.562
C: -1.977 3.678 -0.182  -0.420
C: -1.359 2.661 0.748  -0.294
C: -0.170 1.937 0.151  -0.160
C: -0.326 1.201 -1.173  0.111
O: 0.969 0.731 -1.458  -0.563
P: 2.250 1.563 -0.539  0.107
O: 1.009 2.674 0.071  -0.148
H: -2.753 4.503 1.394  0.326
H: -2.411 3.250 -1.084  0.356
H: -1.255 4.444 -0.461  0.227
H: -1.004 3.202 1.629  0.315
H: -2.103 1.933 1.073  0.080
H: 0.026 1.110 0.862  0.230
H: -0.969 0.321 -1.010  -0.324
H: -0.678 1.813 -2.013  0.299
H: 3.175 0.606 -1.062  -0.320
H: 2.086 0.674 0.606  -0.114
H: 3.286 2.305 0.179  0.005
H: 2.566 2.399 -1.690  -0.110
C: 4.642 -2.565 -0.636  -0.114
O: 4.775 -1.234 -1.106  -0.499
H: 3.594 -2.845 -0.697  0.095
H: 5.236 -3.248 -1.254  0.071
H: 4.971 -2.635 0.406  0.136
H: 5.705 -0.992 -1.049  0.252
C: 1.240 3.876 3.241  -0.304
O: 0.700 4.074 4.556  -0.555
H: 0.948 2.888 2.899  0.051
H: 0.847 4.619 2.545  0.212
H: 2.330 3.932 3.255  0.355
H: 0.965 4.950 4.847  0.287
C: 0.381 -4.023 -0.153  -0.373
O: 1.689 -4.260 0.350  -0.515
H: 0.466 -3.792 -1.213  0.362
H: -0.247 -4.913 -0.030  0.246
H: -0.085 -3.183 0.360  0.034
H: 1.617 -4.454 1.290  0.247
C: -0.036 6.023 -3.095  -0.616
O: 0.222 6.030 -1.699  -0.499
H: -0.645 6.896 -3.322  0.236
H: 0.894 6.079 -3.667  0.314
H: -0.583 5.122 -3.389  0.242
H: 0.760 5.254 -1.497  0.289
C: -3.291 -2.156 -0.489  -0.518
O: -2.266 -1.958 0.486  -0.386
H: -4.071 -2.758 -0.043  0.237
H: -3.709 -1.194 -0.801  0.144
H: -2.885 -2.677 -1.356  0.287
H: -1.578 -1.421 0.075  0.172
C: -5.146 -5.853 -0.620  -0.589
O: -4.002 -5.029 -0.807  -0.383
H: -6.004 -5.320 -1.022  0.222
H: -5.041 -6.803 -1.151  0.263
H: -5.319 -6.051 0.442  0.266
H: -3.241 -5.497 -0.451  0.237
C: -1.491 -4.034 3.139  -0.186
O: -0.159 -4.264 3.601  -0.499
H: -1.436 -3.770 2.087  -0.102
H: -2.101 -4.936 3.253  0.283
H: -1.953 -3.206 3.679  0.264
H: -0.202 -4.487 4.534  0.269
C: 7.763 -3.494 0.948  -0.583
O: 8.044 -2.287 0.245  -0.496
H: 7.488 -4.250 0.218  0.219
H: 8.640 -3.838 1.505  0.308
H: 6.928 -3.346 1.637  0.262
H: 8.280 -1.616 0.892  0.291
C: 3.712 -5.228 -2.972  -0.314
O: 4.770 -6.173 -3.159  -0.534
H: 3.211 -5.460 -2.035  0.095
H: 4.112 -4.216 -2.918  0.162
H: 2.991 -5.294 -3.791  0.305
H: 5.208 -5.956 -3.985  0.289
C: -4.916 1.190 0.671  -0.187
O: -5.494 2.430 0.286  -0.590
H: -5.640 0.402 0.476  0.306
H: -4.015 0.993 0.083  -0.120
H: -4.663 1.186 1.735  0.261
H: -4.827 3.101 0.477  0.376
C: -4.527 7.910 -0.262  -0.534
O: -3.318 7.633 -0.952  -0.490
H: -4.730 8.975 -0.356  0.241
H: -5.357 7.347 -0.700  0.246
H: -4.431 7.657 0.798  0.217
H: -3.151 6.688 -0.861  0.295

=====

No. 4
Formula: C15H58N18O14
Source: the OMol25 dataset
Level of theory: wB97M-V/def2-TZVPD

Summary:
energy: -71978.8874 eV
frontier orbital gap: 0.3297 Eh
HOMO energy: -8.93 eV
energy relative to the best compared isomer or geometry (same formula, charge and spin): 46.2 kcal per mole
spin multiplicity: 1

Last column: Mulliken charge in e.
Atoms and positions in Å:
C: 2.751 2.276 0.352  0.477
C: 2.777 3.461 1.238  -0.470
O: 3.805 4.315 0.863  -0.612
H: 3.707 1.931 0.088  0.530
H: 2.054 2.527 -0.435  -0.343
H: 2.327 1.479 0.874  -0.444
H: 2.927 3.174 2.303  0.309
H: 1.848 3.980 1.201  0.197
H: 3.708 5.206 1.377  0.353
C: 1.928 -4.704 -1.886  0.541
O: 1.973 -6.070 -1.646  -0.783
N: 1.394 -4.151 -3.005  -0.378
N: 2.196 -3.795 -1.034  -0.035
H: 1.368 -4.824 -3.763  0.236
H: 1.770 -3.217 -3.199  0.317
H: 2.956 -4.160 -0.485  0.185
H: 2.140 -2.780 -1.226  0.023
C: 1.092 1.574 3.442  0.003
O: 1.569 2.519 4.359  -0.771
N: 0.138 1.816 2.597  0.142
N: 1.544 0.366 3.312  0.115
H: -0.239 2.865 2.532  0.173
H: -0.181 1.185 1.791  0.102
H: 2.501 0.258 3.736  0.252
H: 1.149 -0.248 2.555  -0.069
C: -1.901 -2.537 2.587  -0.389
O: -2.941 -1.800 2.098  -0.552
N: -1.498 -3.599 2.109  -0.306
N: -1.026 -1.965 3.385  0.023
H: -2.227 -4.045 1.547  0.431
H: -0.701 -4.205 2.281  0.247
H: -1.305 -1.033 3.693  0.111
H: -0.073 -2.355 3.666  0.232
C: -2.863 1.338 -2.540  -0.048
O: -2.740 2.700 -2.294  -0.868
N: -3.888 0.818 -3.144  -0.295
N: -2.038 0.388 -2.097  -0.115
H: -4.651 1.534 -3.342  0.391
H: -4.127 -0.109 -3.189  0.161
H: -1.288 0.751 -1.508  -0.038
H: -2.166 -0.630 -2.025  0.067
C: -0.763 3.399 -4.670  0.328
O: -0.259 2.640 -3.599  -0.473
N: -1.445 2.858 -5.646  -0.463
N: -0.362 4.558 -4.923  -0.331
H: -1.867 1.940 -5.475  0.263
H: -1.972 3.524 -6.262  0.195
H: 0.417 4.966 -4.483  0.291
H: -0.548 5.024 -5.857  0.178
C: -1.304 -2.874 -1.271  0.536
O: -2.519 -2.254 -1.000  -0.801
N: -0.977 -3.098 -2.497  -0.359
N: -0.521 -3.333 -0.330  0.012
H: -1.755 -2.948 -3.140  0.295
H: -0.089 -3.650 -2.721  0.362
H: -0.927 -3.410 0.660  -0.181
H: 0.383 -3.690 -0.505  -0.009
C: -0.019 -0.020 0.173  -1.580
O: 0.964 -0.993 0.209  0.600
N: -0.944 -0.008 1.011  2.929
N: -0.017 0.996 -0.682  1.874
H: -1.015 -1.038 1.336  -1.363
H: -1.793 0.502 0.868  -0.229
H: 0.749 0.944 -1.357  -0.261
H: -0.478 1.876 -0.513  0.054
C: -2.829 0.523 4.666  0.505
O: -3.707 1.061 3.783  -0.850
N: -1.540 0.586 4.493  -0.463
N: -3.217 0.000 5.761  -0.347
H: -1.106 1.030 3.668  0.094
H: -0.881 0.202 5.108  0.246
H: -4.107 0.272 6.276  0.295
H: -2.627 -0.750 6.222  0.199
C: 1.503 -0.592 -2.824  0.219
O: 2.456 -1.551 -2.570  -1.004
N: 1.763 0.666 -2.981  -0.170
N: 0.257 -0.855 -3.029  -0.056
H: 1.022 1.145 -3.506  0.219
H: 2.776 1.008 -3.042  0.328
H: -0.100 -1.878 -2.870  0.271
H: -0.505 -0.198 -2.801  0.120
C: -0.570 4.754 -0.936  -0.999
O: -1.151 3.539 -0.446  -0.503
H: 0.335 4.477 -1.445  0.231
H: -0.307 5.439 -0.161  0.320
H: -1.245 5.248 -1.576  0.385
H: -1.703 3.232 -1.160  0.413
C: 2.899 -3.440 2.931  -0.607
O: 1.644 -3.029 2.482  -0.346
H: 3.522 -3.230 2.011  0.115
H: 2.968 -4.479 3.304  0.255
H: 3.251 -2.745 3.718  0.224
H: 1.774 -2.648 1.619  -0.134
C: -4.214 0.648 0.576  -1.042
O: -3.201 1.396 1.245  -0.557
H: -3.981 -0.342 0.249  0.146
H: -4.662 1.283 -0.082  0.421
H: -5.011 0.413 1.216  0.543
H: -3.489 1.405 2.154  0.509
C: 4.486 -1.289 0.576  -0.288
O: 4.986 -2.329 -0.230  -0.556
H: 4.708 -1.467 1.616  0.396
H: 3.440 -1.101 0.351  -0.170
H: 5.024 -0.382 0.261  0.354
H: 4.674 -2.200 -1.083  0.315